The following is a quantum chemistry calculation of C3H3N3O in the gas phase, from the OMol25 dataset.

Computed properties:
- Multiplicity: 1
- Total charge: 0
- SMILES: [H]/N=N\[C@@H]1OC1=C=N
- ΔE to the lowest compared entry with this formula, charge and spin: 522.25 kJ/mol
- Orbital gap: 0.345 Eh

Geometry (Å):
1 C -1.319 -0.010 0.068
2 H -0.073 0.474 -1.695
3 N -1.679 0.999 -0.911
4 C 1.275 -0.628 0.608
5 N 2.374 -1.015 1.004
6 H -2.053 -0.812 0.124
7 N -0.888 1.115 -1.849
8 H 3.119 -0.321 0.939
9 C 0.062 -0.227 0.405
10 O -0.817 0.426 1.306